[1]
Entry from the Open Molecules 2025 dataset: one molecule with the formula C4H9NO3 in a non-equilibrium geometry (ωB97M-V/def2-TZVPD).

Values from the calculation:
HOMO energy	-0.3368	Eh
molecular weight	119.12	g mol⁻¹
E_LUMO	0.487	eV
SMILES string	CC(=O)[C@H](N)C(O)O
electronic energy	-438.2523	Ha
ΔE to the lowest compared entry with this formula, charge and spin	201.5	kJ/mol
total charge	0

```
17
C4H9NO3, DFT ωB97M-V/def2-TZVPD
C 1.978 0.108 0.694
C 0.885 -0.734 0.082
O 1.103 -1.890 -0.298
C -0.629 -0.327 0.448
N -1.507 -1.499 0.270
C -0.955 0.758 -0.549
O 0.425 0.975 -1.298
O -1.289 1.964 0.037
H 2.649 0.432 -0.105
H 2.540 -0.495 1.410
H 1.577 0.996 1.187
H -0.649 0.033 1.480
H -1.381 -2.119 1.070
H -1.157 -2.053 -0.517
H -1.640 0.454 -1.343
H 0.186 1.148 -2.221
H -2.136 2.248 -0.346
```


[2]
Entry from the Open Molecules 2025 dataset: one molecule with the formula C5H14N2O in a non-equilibrium geometry (ωB97M-V/def2-TZVPD).

Values from the calculation:
HOMO energy	-0.3179	Eh
molecular weight	118.18	g mol⁻¹
E_LUMO	0.897	eV
SMILES string	CN(CCN)CCO
electronic energy	-383.5910	Ha
ΔE to the lowest compared entry with this formula, charge and spin	288.0	kJ/mol
total charge	0

```
22
C5H14N2O, DFT ωB97M-V/def2-TZVPD
C -1.290 -0.322 0.384
N -0.060 0.451 0.490
C 0.272 1.228 -0.773
C -0.787 1.459 -1.890
N -0.903 0.468 -2.943
C 1.005 -0.515 0.774
C 1.138 -0.825 2.284
O 0.422 -2.016 2.634
H -1.221 -1.284 -0.149
H -2.099 0.391 0.184
H -1.620 -0.701 1.383
H 0.611 2.208 -0.414
H 1.136 0.738 -1.279
H -0.683 2.449 -2.323
H -1.772 1.413 -1.409
H -0.048 0.371 -3.501
H -0.830 -0.469 -2.539
H 1.973 -0.103 0.460
H 0.922 -1.471 0.242
H 2.197 -0.862 2.511
H 0.598 -0.005 2.804
H 1.038 -2.605 3.070
```


[3]
Entry from the Open Molecules 2025 dataset: C24H45F5GaOP2Te as an isolated structure in a non-equilibrium geometry (ωB97M-V/def2-TZVPD).

Values from the calculation:
HOMO energy (spin up / spin down)	-0.3283 / -0.3276	Eh
molecular weight	703.88	g mol⁻¹
E_LUMO (spin up / spin down)	-5.545 / -5.715	eV
electronic energy	-4391.0808	Ha
total charge	+1

```
79
C24H45F5GaOP2Te, DFT ωB97M-V/def2-TZVPD
Ga 0.264 -1.191 -2.048
C 2.469 1.983 0.146
C 2.404 1.722 -1.252
C 0.549 2.923 -0.680
C 1.339 2.771 0.488
C 1.194 2.267 -1.762
C 3.531 1.559 1.071
H 4.087 0.695 0.680
H 3.108 1.273 2.047
H 4.257 2.370 1.253
C 1.056 3.385 1.791
H 1.800 3.085 2.534
H 0.069 3.093 2.169
H 1.070 4.484 1.711
C -0.727 3.675 -0.732
H -0.566 4.731 -0.458
H -1.454 3.245 -0.026
H -1.166 3.635 -1.733
C 0.727 2.179 -3.150
H 1.498 2.544 -3.846
H -0.176 2.784 -3.292
H 0.481 1.143 -3.447
C 3.465 1.040 -2.034
H 4.406 1.620 -2.019
H 3.168 0.920 -3.084
H 3.698 0.045 -1.625
C 0.340 -2.766 -0.799
C 1.586 -2.066 -0.823
C 2.772 -2.542 -1.643
C 2.686 -2.205 -3.167
C 1.304 -1.744 -3.605
C 0.147 -2.582 -3.473
C 0.284 -4.025 -3.004
C 0.182 -4.120 -1.468
H 2.959 -3.613 -1.529
H 3.057 -3.067 -3.736
H 3.681 -2.065 -1.256
H 0.896 -4.859 -1.098
H -0.372 -2.565 0.004
H 1.851 -1.455 0.052
H -0.810 -4.512 -1.213
H -0.537 -4.612 -3.431
H -0.744 -2.402 -4.082
H 1.200 -4.521 -3.344
H 3.404 -1.402 -3.390
H 1.318 -0.943 -4.351
P 0.620 -1.642 2.925
C 0.858 -0.521 4.356
H 0.535 -1.046 5.260
H 0.271 0.385 4.213
H 1.920 -0.263 4.422
C -0.657 -2.804 3.556
H -0.289 -3.273 4.475
H -0.823 -3.567 2.785
H -1.585 -2.256 3.733
C 2.097 -2.729 3.247
H 2.255 -3.399 2.394
H 1.924 -3.321 4.155
H 2.990 -2.104 3.374
P -3.137 -0.766 -2.009
C -3.075 -0.135 -3.740
H -3.684 -0.743 -4.430
H -2.013 -0.188 -4.062
H -3.402 0.916 -3.787
C -3.601 -2.519 -2.308
H -2.859 -2.996 -2.977
H -4.605 -2.612 -2.744
H -3.571 -3.044 -1.337
C -4.470 0.055 -1.093
H -5.423 -0.017 -1.620
H -4.157 1.100 -0.974
H -4.504 -0.409 -0.100
F -3.556 -0.789 1.783
Te -2.327 0.540 2.439
F -3.845 1.532 3.045
F -2.465 1.588 0.820
F -1.255 1.915 3.261
F -2.334 -0.335 4.142
O -0.844 -0.361 1.771
```